Here is a single C5H6OS2 molecule at a distorted geometry from OMol25. Energies are from wB97M-V/def2-TZVPD.

The SMILES is C[C@H]1SC(=O)[C@H]2S[C@@H]21. For the orbital gap, the calculation gives 9.7 eV.

XYZ file:
```
14
Properties=species:S:1:pos:R:3:forces:R:3
C 1.483 -1.375 -0.345 0.195 -0.459 0.266
C 0.498 -0.458 0.343 0.071 0.105 2.032
C -0.666 2.039 -0.033 0.233 0.487 -0.098
C -1.483 0.866 0.453 -0.258 0.274 -0.186
C -0.865 -0.258 -0.279 0.587 -0.662 0.658
H 1.168 -2.422 -0.238 -0.106 0.221 -0.089
H 2.514 -1.344 0.065 -0.631 0.327 -0.190
H 1.500 -1.119 -1.401 0.201 -0.083 -0.152
H 0.395 -0.633 1.463 0.205 -0.107 -1.381
H -1.361 0.768 1.524 0.363 0.151 0.108
H -0.743 -0.106 -1.322 0.146 0.505 -0.972
O -0.879 3.137 -0.437 -0.085 -0.526 0.187
S 1.055 1.346 0.212 -0.271 -0.040 -0.189
S -2.617 -0.441 -0.006 -0.651 -0.192 0.008
```
Positions in Å, forces in eV/Å.